Entry 1:
# C5H5NO

The molecule C5H5NO in a non-equilibrium geometry (ωB97M-V/def2-TZVPD, the OMol25 dataset).

```
12
Properties=species:S:1:pos:R:3:forces:R:3:mulliken_charge:R:1
O 2.7461 0.7095 -0.0684 0.944 2.471 0.980 -0.4518
N 0.4599 -1.9726 0.1737 -0.895 -1.891 -0.771 -0.5978
C -0.3647 -0.0299 0.1094 2.665 0.197 1.243 0.3357
C 1.1372 -0.8021 0.6264 -2.326 1.786 1.555 0.2979
C -0.5830 -1.3986 -0.3216 0.354 0.329 -0.742 -0.2498
C 2.0765 -0.2279 -0.3366 1.731 -1.323 -0.860 -0.2834
C -0.8166 1.2049 0.1693 -0.503 -0.467 0.836 -0.7428
H -1.8032 1.5268 -0.0123 -1.404 -0.404 -1.004 0.3090
H 2.4059 -0.6989 -1.2881 -1.326 -0.637 -0.073 0.4134
H -1.3024 -1.7447 -1.0783 0.201 -0.449 0.765 0.3345
H -0.4101 2.0073 0.7298 1.555 0.331 0.252 0.2884
H 1.5538 -0.7754 1.7247 -0.996 0.058 -2.183 0.3466
```
Positions in Å, forces in eV/Å.

Calculated values
E_LUMO, eV: -0.03
Strongest force on any atom, eV/Å: 3.3
Energy, eV: -8799.6244
Energy above the lowest of the compared OMol25 structures with the same formula, charge and spin, kJ/mol: 366.12
Structure (SMILES): C=C1C=N[C@H]1C=O
E_HOMO, eV: -9.76
Kohn-Sham gap, eV: 9.7

=====

Entry 2:
# C29H59N3O10S

A cluster of 2 separate species, C29H59N3O10S in total in a non-equilibrium geometry (ωB97M-V/def2-TZVPD, the OMol25 dataset).

```
102
Properties=species:S:1:pos:R:3:forces:R:3:mulliken_charge:R:1
S 2.3018 3.1937 2.1867 -0.828 1.371 0.489 1.5813
O 1.2878 2.8764 3.1338 -0.549 -1.388 0.092 -0.7799
O 2.5134 1.8498 -5.2099 0.229 -0.684 -2.764 -0.4672
O 3.2434 1.3953 -3.1413 -0.716 -0.101 0.070 -0.2554
O 3.6859 3.6644 -0.3345 -0.442 -0.376 -1.115 -0.2274
O 0.5400 5.4755 1.4282 -0.515 -0.645 -0.600 -0.1270
O -7.2960 -4.9718 3.7729 0.179 0.066 -0.154 -0.3827
O -6.0363 -3.1874 1.8061 -0.157 -0.167 0.044 -0.1470
O 3.3554 1.9956 2.0236 -0.930 0.553 -0.267 -0.6038
O 1.1705 6.6647 1.7938 0.626 0.863 0.547 -0.4126
O 3.0181 4.3698 2.4938 1.435 0.595 -0.179 -0.7395
N 1.4675 -4.1414 -1.6202 0.753 0.715 0.002 -0.7099
N 3.1105 -5.3210 -0.4434 0.759 -1.112 0.834 -0.5907
N 3.5117 -3.0425 -0.8733 0.516 -0.240 0.490 -0.1792
C -1.6065 0.3747 -1.7889 -1.070 -0.045 0.373 -0.0558
C -6.1962 -5.8453 3.5743 -0.063 -0.067 0.097 -0.6736
C 3.0012 -1.5280 1.6924 0.330 -0.451 -0.520 -0.5063
C -0.5340 2.5579 -0.8478 -0.924 -0.551 0.372 -0.1177
C -6.9041 -3.6334 4.0390 -0.337 -0.076 0.015 -0.6628
C 2.0935 0.3671 -1.1362 0.055 -0.064 -0.183 1.3110
C 2.4648 0.2790 -2.6350 0.301 -0.388 0.411 -1.2384
C -3.7153 -1.1671 -1.5764 0.680 0.199 0.096 -0.9919
C 2.5122 2.8862 -0.5106 -0.194 -0.234 1.039 -2.2778
C 5.8010 3.9034 -1.4675 -0.562 -0.396 -0.125 -0.6410
C -5.3009 0.6600 0.0694 -0.036 0.178 0.763 -1.4252
C 1.2578 4.9051 0.3314 0.320 0.594 0.177 -1.4336
C 3.8327 -0.2680 1.3771 -1.654 0.265 0.658 -0.9430
C -4.2468 -0.1803 0.8071 -0.367 -0.225 -0.191 -0.1496
C 4.4884 -3.0293 0.2342 0.440 -0.354 0.293 -1.0702
C 2.8858 1.3885 -0.2929 -0.553 0.039 -0.262 1.6091
C 3.8425 -2.8134 1.5988 -0.150 0.594 0.378 -1.0604
C -6.9647 -2.7658 2.7962 0.336 0.136 0.049 -0.4223
C -6.6292 -4.0005 0.8058 0.083 0.110 -0.113 -0.9570
C -1.6981 1.5196 -0.7428 1.049 -0.575 -0.095 -0.7519
C 2.7471 -4.2406 -0.9284 -1.242 0.534 -1.049 0.4034
C 6.2395 2.6422 -2.2224 0.745 0.544 0.262 -0.9548
C 2.8615 0.9365 1.1852 1.130 -0.947 -0.721 -0.2363
C 2.4824 2.0587 -4.0688 0.019 1.055 2.120 0.2204
C -3.0171 -0.0016 -2.3194 0.642 -0.436 -0.690 -1.1707
C 4.2876 4.1896 -1.5219 0.828 0.904 0.578 0.0014
C 1.4902 3.4168 0.5418 0.421 -1.128 -0.198 1.7405
C -3.5072 -1.2482 -0.0550 -0.779 0.059 0.268 -0.2285
C 0.1500 2.6541 0.5283 -0.136 0.885 -0.157 -1.9023
H -7.1562 -3.3723 0.0788 -0.051 -0.074 -0.015 0.3057
H 0.2266 1.6798 1.0069 0.124 -0.070 -0.245 0.2245
H -1.0066 3.4942 -1.1562 0.422 0.190 0.145 0.5215
H -2.6741 2.0018 -0.7645 0.057 0.088 -0.231 0.7138
H 6.2800 2.8537 -3.2932 -0.322 -0.334 -0.017 0.3033
H -5.9045 -3.6054 4.4841 0.031 0.020 -0.071 0.3149
H -3.9156 -2.2159 0.2558 0.087 0.023 -0.046 0.2157
H -0.5298 3.2220 1.1720 0.082 -0.156 0.115 0.9963
H 1.0436 -3.2780 -1.2758 -0.103 -0.109 -0.166 0.2365
H 6.0337 3.7985 -0.4055 0.052 0.140 -0.032 0.2412
H 4.4482 -0.3720 0.4874 0.217 -0.076 0.191 0.1308
H -6.6928 -1.7423 3.0737 -0.041 0.003 0.015 0.3505
H 5.2285 -2.2643 -0.0100 -0.178 0.149 0.151 0.5323
H -2.8756 -0.3404 -3.3543 -0.203 0.071 0.052 0.2867
H 1.7017 -3.9283 -2.5925 -0.300 -0.124 0.008 0.2907
H 2.5485 -1.4071 2.6801 0.153 -0.116 0.040 0.5745
H -3.5711 0.4848 1.3484 0.154 -0.004 -0.238 0.3794
H 3.9298 1.3113 -0.6042 -0.023 0.176 -0.029 0.3144
H -3.6349 0.8944 -2.3930 -0.034 -0.042 0.171 0.4367
H -4.7780 -1.1727 -1.8248 -0.004 0.078 0.106 0.4028
H -6.5623 -6.7355 3.0637 -0.055 0.016 0.052 0.2462
H -1.2068 -0.5330 -1.3223 0.199 0.157 -0.001 -0.0213
H -5.7749 -6.1414 4.5407 0.079 -0.014 -0.033 0.3263
H 6.3431 4.7747 -1.8437 0.025 -0.102 -0.004 0.4677
H -3.3245 -2.1010 -1.9978 0.036 0.071 0.043 0.5071
H 1.0095 0.4766 -1.0650 0.139 0.214 0.307 -0.6858
H -5.4142 -5.3899 2.9633 -0.018 0.037 0.009 0.2477
H 0.9662 7.3109 1.0991 -0.341 -0.210 -0.040 0.3222
H 2.3240 -0.6172 -0.7185 -0.096 0.019 -0.151 -0.6021
H -6.0768 0.0427 -0.3856 0.142 0.016 -0.178 0.2731
H -5.8107 1.2737 0.8208 -0.007 0.003 -0.117 0.4383
H 2.1985 5.4490 0.2561 0.109 -0.272 0.053 0.9644
H 2.1547 -1.6400 1.0041 0.105 0.174 -0.023 0.2527
H 2.3944 -6.0256 -0.5984 -0.036 0.062 0.091 0.3116
H -2.4511 -1.2916 0.2232 0.015 0.109 -0.193 0.2334
H -7.3245 -4.7290 1.2266 0.000 0.024 0.038 0.4814
H 0.6845 5.0982 -0.5866 0.025 -0.346 -0.027 0.2684
H 3.0648 -0.6228 -2.7802 0.122 0.196 -0.126 0.3435
H 0.1417 2.2639 -1.6531 -0.010 -0.003 0.088 -0.1080
H -4.7893 -0.7210 1.5891 0.118 -0.002 -0.003 0.1085
H -4.8800 1.3585 -0.6527 -0.031 -0.190 -0.153 0.3180
H 2.0284 3.0077 -1.4826 0.420 0.192 -0.125 0.7177
H 5.0601 -3.9619 0.3075 -0.177 -0.042 -0.252 0.4686
H -7.9795 -2.7440 2.3871 -0.013 -0.065 0.028 0.3814
H -1.6378 1.0406 0.2376 -0.089 0.162 0.057 -0.0851
H 4.1649 5.2825 -1.4775 -0.136 -0.122 -0.050 0.2561
H 1.8332 2.8662 -3.6725 0.142 -0.194 0.381 0.3001
H 3.8134 3.8587 -2.4463 -0.021 -0.337 0.119 0.1009
H 7.2693 2.4063 -1.9310 -0.079 -0.035 -0.050 0.3863
H 1.8785 0.5772 1.5037 -0.067 0.526 0.123 0.3703
H 1.5822 0.1568 -3.2708 -0.041 -0.020 0.197 0.3700
H -5.8310 -4.5371 0.2929 0.026 0.067 0.007 0.2359
H 4.6281 -2.7524 2.3608 0.107 -0.100 -0.178 0.4123
H 4.0668 -2.9939 -1.7250 -0.377 0.191 -0.158 0.2747
H -7.6093 -3.2346 4.7747 0.033 0.029 0.003 0.3907
H 4.4020 -0.0468 2.2819 0.442 0.005 -0.348 0.4672
H 3.2425 -3.6850 1.8719 -0.027 0.031 -0.146 0.4572
H -0.9134 0.6152 -2.6004 -0.259 0.218 -0.087 0.5045
H 5.6416 1.7632 -1.9915 -0.201 0.092 -0.186 0.1522
```
Positions in Å, forces in eV/Å.

Calculated values
E_LUMO, eV: 0.20
Strongest force on any atom, eV/Å: 2.9
Energy, eV: -66804.0537
Energy above the lowest of the compared OMol25 structures with the same formula, charge and spin, kJ/mol: 0.00
Structure (SMILES): [H]/N=C(\N)NCCCC[C@H]1OS(=O)(=O)[C@@](CCCCCCCCC)(COO)[C@@H](OCCC)[C@@H]1CCOC=O.COCCOC
E_HOMO, eV: -9.42
Kohn-Sham gap, eV: 9.6

=====

Entry 3:
# C3HBr2F3O

A structure of composition C3HBr2F3O in a non-equilibrium geometry (ωB97M-V/def2-TZVPD, the OMol25 dataset).

```
10
Properties=species:S:1:pos:R:3:forces:R:3:mulliken_charge:R:1
Br 2.7234 -1.5354 0.1227 -1.257 0.769 0.554 -0.0706
Br 2.4880 1.5613 0.5467 0.362 0.900 -0.085 -0.0140
F 0.8593 -0.1049 1.7843 0.455 -0.620 -0.150 -0.1637
F -1.7046 -1.3424 0.2418 0.354 1.631 0.247 -0.2191
F -2.5510 0.2277 -1.0266 0.331 -0.102 -0.190 -0.2394
O 0.0579 0.3120 -1.9330 0.355 0.341 -0.702 -0.3181
C -1.5738 -0.0212 -0.1297 0.703 -0.886 -1.390 0.3888
C -0.1411 0.1636 -0.8053 1.221 -1.294 2.326 0.2803
C 1.4946 -0.0138 0.6034 -2.271 -0.608 -2.141 0.1565
H -1.6526 0.7530 0.5957 -0.254 -0.130 1.532 0.1992
```
Positions in Å, forces in eV/Å.

Calculated values
E_LUMO, eV: -0.42
Strongest force on any atom, eV/Å: 3.2
Energy, eV: -153409.1202
Energy above the lowest of the compared OMol25 structures with the same formula, charge and spin, kJ/mol: 163.68
E_HOMO, eV: -9.51
Kohn-Sham gap, eV: 9.1

=====

Entry 4:
# C27H42CsGeN2O5PS

A structure of composition C27H42CsGeN2O5PS in a non-equilibrium geometry (ωB97M-V/def2-TZVPD, the OMol25 dataset).

```
80
Properties=species:S:1:pos:R:3:forces:R:3:mulliken_charge:R:1
Cs -0.0533 -0.4516 -0.1399 0.004 -1.608 -0.313 0.6281
Ge 0.1462 -0.5044 -4.2979 -0.011 -0.024 -0.123 0.3066
S 3.0646 1.2871 0.6933 0.033 -0.027 -0.057 -0.2313
P -3.4335 -0.2361 -0.5788 -0.045 -0.097 0.073 0.3841
O 0.3151 -3.7793 -0.4779 0.029 -0.103 0.052 -0.5901
O 1.5884 -2.6656 1.5104 -0.017 0.011 0.008 -0.1217
O -0.1385 -1.2064 2.8558 0.034 -0.042 0.142 -0.5850
O 0.1099 2.0638 -0.3987 0.053 1.561 -0.093 -0.8131
O -1.0424 2.0364 1.5076 0.146 0.037 -0.014 -0.4153
N 1.4336 0.0539 3.8900 0.027 0.020 -0.015 0.3928
N 2.1393 -4.1169 -1.7686 0.047 -0.015 0.024 0.0738
C 0.0108 1.4633 -4.1933 0.056 0.030 0.013 -1.0554
C -4.0862 0.5025 0.9816 -0.053 0.045 -0.046 0.4973
C -3.4229 0.1913 2.1671 0.025 -0.009 0.049 -0.5113
C 3.3273 3.5124 2.2412 -0.068 -0.050 -0.039 -0.4361
C 2.3905 -2.9818 0.4107 0.047 0.013 0.038 -0.7473
C -5.6066 1.9007 2.2466 0.006 -0.004 0.000 -0.6385
C 0.3861 -0.8132 -6.2775 -0.018 -0.031 -0.030 -1.4030
C 1.5107 -3.6650 -0.6415 -0.003 -0.009 0.052 0.6562
C 3.5537 -3.9991 -2.0383 -0.047 0.039 -0.013 -0.8918
C 1.9191 -1.0144 -3.5456 -0.313 -0.020 0.125 -0.6124
C -4.9366 1.5806 3.4218 -0.002 -0.006 -0.028 -0.4425
C 2.8392 0.3429 4.1356 -0.022 -0.002 -0.010 -1.0741
C -2.9866 1.2651 -1.5359 -0.143 0.051 0.057 -0.6727
C 2.4314 2.7112 1.4960 -0.018 0.130 0.111 0.1964
C 1.0718 3.1115 1.5200 0.018 -0.067 0.049 0.1082
C -5.0028 -0.6885 -1.4386 0.024 0.039 -0.004 -1.3361
C 1.3315 -4.6313 -2.8561 0.003 0.004 0.000 -1.1518
C -3.8435 0.7286 3.3775 0.001 0.003 -0.021 -0.5293
C 1.0363 -0.9502 3.0765 -0.055 0.020 0.025 0.2775
C 0.4524 1.0410 4.3199 0.003 -0.004 0.004 -0.7085
C -0.0449 2.3568 0.8104 0.025 0.101 0.039 -0.0725
C -5.1784 1.3665 1.0396 -0.008 0.002 0.048 -0.2253
C 2.9242 4.6232 2.9622 -0.004 -0.012 -0.011 -0.5887
C -1.1996 -1.3445 -3.2908 -0.011 0.034 -0.089 -0.2523
C 0.6794 4.2169 2.2710 -0.004 -0.005 -0.022 -0.4101
C 2.1624 -1.7245 2.3914 0.001 -0.079 0.010 -0.3837
C 1.5822 4.9898 2.9856 0.039 -0.003 0.003 -0.5109
H -0.4101 1.0133 3.6574 0.011 -0.002 -0.005 0.0156
H -5.6859 0.1553 -1.5672 -0.004 0.001 -0.010 0.3309
H -5.2595 2.0059 4.3654 -0.001 0.001 -0.001 0.3436
H 3.9737 -4.9826 -2.2758 0.008 -0.001 -0.004 0.3447
H -2.5514 -0.4573 2.1565 -0.068 0.064 -0.049 0.2946
H -0.5032 -0.4661 -6.8122 0.009 -0.022 -0.004 0.3492
H 2.8397 -2.0808 -0.0348 -0.013 0.019 0.038 0.5399
H -1.1413 -2.4364 -3.2583 -0.011 -0.044 0.011 -0.1374
H -2.7324 0.9498 -2.5494 0.008 -0.011 0.042 0.2048
H 0.5070 -1.8817 -6.4801 -0.007 0.005 -0.006 0.3335
H -0.9696 1.7930 -4.5484 -0.001 -0.008 0.014 0.3264
H -3.8246 1.9692 -1.5581 0.054 0.056 -0.023 0.4844
H 2.7716 -0.9841 1.8548 0.009 -0.003 -0.001 0.1114
H 1.8219 -2.0212 -3.1363 0.039 0.004 -0.027 -0.2603
H 1.2590 -0.2810 -6.6717 0.002 0.006 0.013 0.3345
H 0.7744 1.9472 -4.8095 -0.003 -0.007 0.009 0.3575
H 0.1386 0.8636 5.3550 -0.005 -0.001 -0.004 0.3152
H -3.2978 0.4911 4.2827 0.004 -0.001 -0.003 0.3886
H 2.7951 -2.2267 3.1371 -0.011 -0.008 0.006 0.1937
H -6.4550 2.5761 2.2707 0.001 -0.001 -0.001 0.3463
H 2.8954 1.0818 4.9330 0.008 0.003 0.002 0.4029
H 1.4797 -5.7102 -2.9768 -0.009 -0.003 -0.003 0.3230
H 3.6609 5.2013 3.5126 0.003 -0.002 0.000 0.3238
H 0.1331 1.7994 -3.1608 -0.026 0.007 -0.008 0.2263
H 0.2863 -4.4238 -2.6450 0.006 -0.017 -0.006 0.2618
H -2.1053 1.7446 -1.0986 -0.075 -0.027 0.029 0.2003
H 3.7251 -3.3325 -2.8886 0.001 0.001 0.005 0.2341
H 1.6066 -4.1288 -3.7865 -0.003 -0.017 -0.002 0.4168
H 2.7599 -0.9807 -4.2403 0.006 0.084 -0.022 0.3682
H 3.3265 0.7446 3.2407 0.000 -0.004 -0.009 0.2588
H 3.2141 -3.6500 0.7034 0.012 0.001 -0.004 0.3832
H 1.2475 5.8513 3.5530 -0.001 0.002 0.001 0.3534
H -2.2187 -1.0143 -3.5241 0.030 -0.059 -0.029 -0.0328
H -4.7303 -1.0742 -2.4228 -0.007 -0.004 0.000 0.3986
H 4.3714 3.2198 2.2353 0.002 0.000 0.000 0.3411
H 4.0921 -3.5979 -1.1861 0.001 0.006 0.007 0.3374
H 2.0979 -0.3406 -2.7071 0.257 0.071 0.057 0.3987
H -5.5094 -1.4804 -0.8844 -0.005 0.003 -0.008 0.3615
H 3.3700 -0.5520 4.4708 0.002 0.002 0.009 0.3532
H 0.8950 2.0343 4.2367 0.002 0.000 0.008 0.3105
H -5.6990 1.6385 0.1274 0.002 -0.002 -0.005 0.1699
H -0.3793 4.4502 2.2977 -0.004 -0.013 -0.010 0.2819
```
Positions in Å, forces in eV/Å.

Calculated values
E_LUMO, eV: 3.69
Charge: -2
Strongest force on any atom, eV/Å: 1.6
Energy, eV: -119086.8560
Energy above the lowest of the compared OMol25 structures with the same formula, charge and spin, kJ/mol: 58.09
E_HOMO, eV: -0.42
Kohn-Sham gap, eV: 4.1

=====

Question: Among the records above, which one has the lowest E_HOMO?
Answer: C5H5NO

=====

Question: Which of these has the lowest energy above the lowest of the compared OMol25 structures with the same formula, charge and spin?
Answer: C29H59N3O10S